No. 1
C51H57Br2GeNOP2Ti as an isolated structure, computed with the ωB97M-V functional and the def2-TZVPD basis.

Properties
- Gap between HOMO and LUMO: 0.1972 Ha
- Charge: +2
- ΔE to the lowest compared entry with this formula, charge and spin: 9.2 kcal per mole
- Highest occupied orbital energy: -12.4 eV
- LUMO: -7.034 eV
- 2S+1: 1

CARTESIAN COORDINATES (ANGSTROEM)
Ti: -0.45414 -0.27612 -0.69130
C: -0.20450 -3.98874 2.84234
C: -0.06002 -3.56417 1.41155
C: -1.14134 -3.07418 0.69539
C: -1.03245 -2.75671 -0.66505
C: 0.18438 -2.96443 -1.32267
C: 1.28912 -3.40472 -0.59905
C: 1.16746 -3.69279 0.74907
H: 0.40142 -3.35672 3.49409
H: 0.14835 -5.01250 2.97464
H: -1.24163 -3.93940 3.16960
H: -2.10064 -3.00645 1.19004
H: -1.93822 -2.56367 -1.24037
H: 0.23226 -2.91787 -2.40119
H: 2.23550 -3.56868 -1.10065
H: 2.02281 -4.07416 1.29537
C: 0.65135 -0.76680 -4.01796
C: 1.70094 -0.53207 -2.97895
C: 3.05080 -0.48820 -3.34821
C: 4.03223 -0.33312 -2.40525
C: 3.67997 -0.26739 -1.04284
C: 4.59289 -0.26606 0.04349
Br: 6.44525 -0.14550 -0.27888
C: 4.14671 -0.38851 1.32988
C: 2.77173 -0.44583 1.60310
Br: 2.15055 -0.73507 3.35156
C: 1.84971 -0.31890 0.59471
O: 0.51224 -0.31252 0.77660
C: 2.30905 -0.28953 -0.73878
N: 1.32671 -0.39147 -1.70507
H: 0.87905 -1.67960 -4.57205
H: 0.64210 0.04784 -4.74361
H: -0.34109 -0.86240 -3.57995
H: 3.30027 -0.58197 -4.39677
H: 5.07537 -0.29613 -2.69072
H: 4.85459 -0.44832 2.14503
C: -3.17023 2.05211 0.47150
C: -2.12993 3.00564 1.09912
P: -0.92197 2.22536 2.28407
C: 0.66177 3.08479 1.93312
C: 1.60226 3.15445 2.96456
C: 2.87008 3.66781 2.73599
C: 3.22875 4.09749 1.46490
C: 2.31248 4.01642 0.42856
C: 1.03901 3.51113 0.66051
C: -1.44711 3.00363 3.86360
C: -1.99511 2.23987 4.88554
C: -2.47482 2.85080 6.03962
C: -2.40255 4.22609 6.17758
C: -1.84526 4.99630 5.16192
C: -1.37427 4.39438 4.00781
P: -2.75061 0.24152 0.37043
C: -4.14304 -0.44052 -0.60864
C: -4.92234 0.32231 -1.47446
C: -5.99698 -0.25312 -2.13980
C: -6.29760 -1.59398 -1.96200
C: -5.51151 -2.37082 -1.11960
C: -4.44755 -1.79616 -0.44656
C: -3.15784 -0.37016 2.05097
C: -4.47906 -0.25198 2.47617
C: -4.83739 -0.65922 3.75270
C: -3.88512 -1.20839 4.59843
C: -2.56884 -1.33759 4.17305
C: -2.20084 -0.90997 2.90718
H: -3.38194 2.39195 -0.54338
H: -4.10121 2.07747 1.03735
H: -2.66000 3.79531 1.62782
H: -1.53789 3.47289 0.31588
H: 1.33274 2.80732 3.95414
H: 3.57851 3.73853 3.55100
H: 4.21781 4.49769 1.28191
H: 2.58815 4.36158 -0.56134
H: 0.32797 3.49014 -0.15581
H: -2.04571 1.16060 4.78528
H: -2.90278 2.25092 6.83271
H: -2.77712 4.70662 7.07176
H: -1.77172 6.07105 5.27164
H: -0.94754 5.00716 3.22406
H: -4.71881 1.37238 -1.63534
H: -6.60699 0.35233 -2.79782
H: -7.14833 -2.03162 -2.46745
H: -5.73982 -3.41901 -0.97783
H: -3.87868 -2.40124 0.24789
H: -5.23632 0.14138 1.80794
H: -5.86380 -0.55569 4.07894
H: -4.16711 -1.53123 5.59221
H: -1.82832 -1.76629 4.83668
H: -1.16301 -0.97099 2.60525
C: -0.50513 5.84587 -4.91433
C: -0.19128 4.90416 -3.75528
C: 0.45866 3.60626 -4.22880
C: 0.86760 2.65588 -3.09414
Ge: -0.70103 1.83501 -2.17821
C: -2.05949 1.10686 -3.47974
C: -3.07628 2.19264 -3.84469
C: -4.15659 1.67028 -4.79291
C: -5.19391 2.74775 -5.10702
H: -1.01197 6.74178 -4.55712
H: -1.15019 5.36199 -5.65080
H: 0.41133 6.15612 -5.41882
H: -1.11427 4.68023 -3.21405
H: 0.48028 5.40440 -3.05069
H: 1.36034 3.85493 -4.79623
H: -0.21777 3.09572 -4.92374
H: 1.44077 3.20364 -2.34040
H: 1.52599 1.87727 -3.48168
H: -1.45013 3.06947 -1.64385
H: -2.58101 0.24104 -3.05203
H: -1.55714 0.76362 -4.38553
H: -2.55741 3.03189 -4.31607
H: -3.55360 2.58857 -2.94206
H: -4.64426 0.80460 -4.33621
H: -3.68626 1.32704 -5.71776
H: -5.68611 3.08736 -4.19337
H: -5.95739 2.36784 -5.78487
H: -4.72009 3.61042 -5.57723

Atoms 1-2, force components in eV/Å:
Ti -1.3 -1.1 0.5
C 0.0 0.0 0.0

No. 2
One molecule with the formula C18H15BrO4S, computed with the ωB97M-V functional and the def2-TZVPD basis.

Properties
- Gap between HOMO and LUMO: 0.3147 Ha
- Charge: 0
- ΔE to the lowest compared entry with this formula, charge and spin: 1.6 kcal per mole
- Highest occupied orbital energy: -9.5 eV
- SMILES: CC(C)c1ccc(S(=O)(=O)c2cc3cc(Br)ccc3oc2=O)cc1
- LUMO: -0.924 eV
- 2S+1: 1

CARTESIAN COORDINATES (ANGSTROEM)
C: 4.14305 1.88162 -2.25552
C: 3.56032 0.71090 -3.07590
C: 3.30000 1.13644 -4.53081
C: 2.29038 0.19194 -2.48358
C: 2.11440 -1.16194 -2.16142
C: 0.89011 -1.62849 -1.63418
C: -0.15911 -0.75208 -1.41535
S: -1.78363 -1.38279 -0.77957
O: -1.89920 -2.83634 -1.17119
O: -2.87679 -0.61232 -1.37373
C: -1.80287 -1.11006 1.00151
C: -2.72559 -0.29279 1.50361
C: -2.83218 -0.14622 2.96474
C: -3.79945 0.67053 3.55150
C: -3.96057 0.67453 4.94325
Br: -5.41909 1.66680 5.65340
C: -3.12160 -0.08084 5.71558
C: -2.10092 -0.79905 5.15973
C: -1.93004 -0.87211 3.75627
O: -0.94524 -1.67614 3.20389
C: -0.84422 -1.80251 1.83509
O: 0.03131 -2.46468 1.28280
C: -0.00466 0.60383 -1.74381
C: 1.21542 1.03447 -2.31711
H: 3.50614 2.76388 -2.30886
H: 5.12182 2.13552 -2.64449
H: 4.23524 1.62532 -1.20580
H: 4.28044 -0.05228 -3.09020
H: 2.78796 2.11597 -4.58837
H: 4.25494 1.20395 -5.05158
H: 2.67500 0.38281 -5.03743
H: 2.93532 -1.83488 -2.34195
H: 0.83279 -2.67772 -1.47326
H: -3.41444 0.23304 0.86515
H: -4.45514 1.24556 2.90404
H: -3.23816 -0.09605 6.78303
H: -1.40104 -1.34089 5.78699
H: -0.80144 1.29192 -1.59540
H: 1.34076 2.05116 -2.63110

Atoms 1-2, force components in eV/Å:
C -0.3 -0.3 -0.2
C -0.8 1.6 -0.1

No. 3
C42H48BCsF5N12O4 as an isolated structure, computed with the ωB97M-V functional and the def2-TZVPD basis.

Properties
- Gap between HOMO and LUMO (spin up / spin down): 0.2635 / 0.2091 Ha
- Charge: 0
- ΔE to the lowest compared entry with this formula, charge and spin: 0.0 kcal per mole
- Highest occupied orbital energy (spin up / spin down): -7.7 / -7.7 eV
- LUMO (spin up / spin down): -0.519 / -1.999 eV
- 2S+1: 2

CARTESIAN COORDINATES (ANGSTROEM)
Cs: -0.01499 -2.09243 -1.01691
C: -4.00743 1.59067 5.62149
C: -3.47261 1.81139 4.25016
C: -3.43681 3.00619 3.60513
C: -2.91561 3.19270 2.25916
C: -2.72601 4.50082 1.87638
N: -2.21266 5.13018 0.85206
C: -1.60924 4.67921 -0.40423
C: -0.26916 4.11229 -0.10985
C: 0.20110 3.21180 -1.27514
N: 0.13130 3.98321 -2.57203
C: -0.38347 3.65831 -3.77319
C: -0.95895 2.50066 -4.27334
C: -1.17671 2.51792 -5.68313
C: -1.49868 1.43443 -6.45084
C: -1.63508 1.56138 -7.98185
C: -1.68840 0.23803 -5.78096
C: -1.68005 0.09812 -4.43841
C: -1.73663 -1.23979 -3.73854
N: -2.59654 -1.73519 -2.95839
C: -3.79227 -0.94320 -2.54988
C: -4.41509 -1.32265 -1.19929
C: -3.89991 -0.50137 -0.02786
N: -2.57081 -0.94061 0.39953
C: -2.05379 -0.42587 1.43271
C: -2.58490 0.73343 2.20030
C: -3.00181 0.68051 3.48268
C: -2.58845 2.01328 1.45378
O: -2.32449 2.05790 0.26538
C: -1.34079 1.26986 -3.57188
O: -1.36902 1.11965 -2.30654
H: -4.31240 2.57835 6.06768
H: -4.86064 0.93196 5.59892
H: -3.27687 1.10292 6.29734
H: -3.74016 3.91291 4.10569
H: -3.10465 5.12795 2.70046
H: -2.24769 6.12537 0.94459
H: -2.20670 3.91639 -0.86489
H: -1.53928 5.56710 -1.01494
H: 0.47069 4.85964 0.12907
H: -0.35737 3.45581 0.75795
H: 1.24521 3.00566 -1.08308
H: -0.32843 2.28519 -1.47696
H: 0.63642 4.83708 -2.59380
H: -0.17814 4.43933 -4.48528
H: -1.09483 3.49359 -6.16729
H: -1.63216 2.63530 -8.23568
H: -0.79778 1.08615 -8.48010
H: -2.53794 1.07594 -8.36222
H: -1.93323 -0.65568 -6.33782
H: -0.91965 -1.94349 -4.01543
H: -3.69042 0.13920 -2.63929
H: -4.53205 -1.26132 -3.26212
H: -5.48566 -1.03264 -1.24917
H: -4.26599 -2.36228 -0.96641
H: -3.86468 0.53921 -0.32939
H: -4.57293 -0.62583 0.80174
H: -1.12758 -0.84822 1.81754
H: -2.90006 -0.32648 3.92278
C: -3.17297 -3.52375 2.02552
C: -1.73134 -3.60165 2.47427
C: -1.35201 -3.80182 3.82885
C: 0.01175 -3.82764 3.77009
N: 0.42655 -3.67621 2.50430
N: -0.66030 -3.49862 1.72252
B: 1.90318 -3.44796 2.07369
N: 2.11562 -1.94709 2.21527
C: 2.92488 -1.23971 2.95850
C: 2.72906 0.10503 2.67840
C: 1.77852 0.07363 1.65954
C: 1.24656 1.22469 0.84171
N: 1.38405 -1.16281 1.37392
N: 2.08422 -3.87231 0.62763
C: 1.61891 -4.97607 0.06648
C: 1.99845 -5.02760 -1.24298
C: 2.76306 -3.82994 -1.40789
C: 3.39125 -3.27209 -2.59208
N: 2.82628 -3.13192 -0.25970
N: 2.84389 -4.30154 2.91708
C: 3.47394 -5.37809 2.44011
C: 4.14178 -5.99323 3.43251
C: 3.82038 -5.22127 4.60883
C: 4.17335 -5.47482 6.07404
N: 3.08474 -4.18012 4.26194
H: -3.69102 -4.46894 2.24278
H: -3.31035 -3.47620 0.96507
H: -3.75991 -2.75883 2.55942
H: -2.02837 -3.94966 4.69166
H: 0.61534 -3.92198 4.60359
H: 3.53574 -1.70463 3.67522
H: 3.24946 0.92752 3.17745
H: 1.08089 2.10949 1.48655
H: 0.27754 1.01172 0.47939
H: 1.89214 1.57403 0.03777
H: 0.95343 -5.65438 0.57249
H: 1.66626 -5.74930 -1.98156
H: 4.03606 -3.94591 -3.11697
H: 3.97806 -2.41363 -2.27573
H: 2.67891 -2.87091 -3.34419
H: 3.35820 -5.60469 1.37428
H: 4.86522 -6.79405 3.37766
H: 3.34982 -5.83268 6.67576
H: 4.64100 -4.59598 6.53950
H: 4.92033 -6.27813 6.11392
O: 7.00142 6.56590 -4.30755
O: 6.13339 5.59825 -4.45020
F: 5.16270 3.87585 -3.50914
C: 5.94879 4.88953 -3.19180
F: 7.12854 4.50758 -2.69681
C: 5.06145 5.84362 -2.16479
F: 4.09129 6.35262 -3.00127
F: 4.40759 5.06269 -1.31292
F: 5.71520 6.72408 -1.43858

Atoms 1-2, force components in eV/Å:
Cs -0.4 0.0 -0.1
C 0.3 1.0 0.9

No. 4
A 2-piece molecular cluster, C25H38BrF3N3O6PS overall, computed with the ωB97M-V functional and the def2-TZVPD basis.

Properties
- Gap between HOMO and LUMO: 0.1682 Ha
- Charge: 0
- Highest occupied orbital energy: -7.4 eV
- LUMO: -2.782 eV
- 2S+1: 1

CARTESIAN COORDINATES (ANGSTROEM)
C: 3.81905 3.51638 2.00902
C: 3.99257 2.39509 0.85058
C: 2.58991 2.41230 0.01079
C: 2.70400 1.30120 -1.14153
O: 1.43287 0.78521 -1.63425
C: 0.67357 0.16672 -0.62390
C: 1.04113 -1.22583 0.01955
C: 2.35522 -1.94766 -0.60188
C: 3.59362 -1.96726 0.43855
C: 5.02042 -1.67145 -0.25257
N: 5.62856 -0.50117 0.48008
C: 0.19274 -1.86914 1.17857
C: 0.63176 -3.25545 1.82872
Br: 0.95974 -3.01345 3.80707
C: -0.33193 -4.50203 1.49786
C: -1.51157 -4.19507 0.45139
C: -1.08656 -1.03924 1.61536
C: -2.04835 -1.64868 2.76970
C: -3.60856 -1.75660 2.27664
C: -4.53559 -0.97875 3.35509
O: -5.82667 -1.68162 3.38598
C: -6.70140 -0.86003 2.53598
C: -1.37734 0.33943 0.91682
P: -2.85200 1.40136 1.42859
O: -2.72331 1.62005 2.97097
N: -0.52469 0.86786 -0.15941
C: -0.83635 2.16346 -0.85112
C: -0.49293 3.48486 -0.08627
C: -0.86646 4.75029 -0.94958
C: -1.48169 4.45964 -2.33523
N: -1.74239 3.23595 -3.00159
C: -1.42527 2.05664 -2.26764
H: 4.70911 4.22677 2.07280
H: 2.86115 4.12493 1.77770
H: 3.62878 3.04412 3.04836
H: 3.99719 1.37909 1.38915
H: 4.89232 2.56361 0.17254
H: 1.77317 2.22783 0.78637
H: 2.49657 3.46045 -0.43258
H: 3.44682 0.50957 -0.78600
H: 3.20708 1.82099 -2.04517
H: 2.71352 -1.41005 -1.55922
H: 2.14139 -3.03824 -0.89866
H: 3.65445 -3.05233 0.83982
H: 3.40071 -1.24976 1.32389
H: 4.94306 -1.37214 -1.35235
H: 5.71998 -2.57820 -0.08784
H: 5.44429 -0.57424 1.49106
H: 6.64966 -0.56947 0.31983
H: 1.67246 -3.53178 1.40849
H: 0.31875 -5.33103 1.01649
H: -0.71500 -4.96423 2.48195
H: -1.20946 -3.55920 -0.44520
H: -1.83139 -5.22096 0.01754
H: -2.41612 -3.81066 1.03070
H: -1.75407 -2.73684 3.02702
H: -1.93855 -0.97365 3.68601
H: -3.67051 -1.30486 1.22405
H: -3.93275 -2.85224 2.20226
H: -4.73395 0.11351 3.08657
H: -4.03413 -1.10480 4.38142
H: -6.22252 -0.60202 1.52582
H: -7.66065 -1.44868 2.31570
H: -6.96710 0.08862 3.14356
H: -4.09292 0.74009 1.12963
H: -2.88530 2.70192 0.83834
H: -0.02846 3.53622 0.94963
H: -0.68716 5.81438 -0.55756
H: -1.77896 5.40482 -2.92999
H: -1.64973 1.03936 -2.76435
C: -0.39841 1.41958 -6.10703
F: 0.13697 1.14755 -4.88882
F: -1.55490 2.08396 -5.85968
F: 0.43480 2.32295 -6.68087
S: -0.64798 -0.10234 -7.14798
O: -1.55847 -0.93920 -6.36998
O: 0.68665 -0.67324 -7.30033
O: -1.22255 0.38681 -8.39545

Atoms 1-2, force components in eV/Å:
C -0.4 0.0 -0.1
C -1.9 0.2 0.9

No. 5
A 3-piece molecular cluster, C21H25BClF6O4P overall, computed with the ωB97M-V functional and the def2-TZVPD basis.

Properties
- Gap between HOMO and LUMO: 0.3312 Ha
- Charge: 0
- Highest occupied orbital energy: -8.7 eV
- SMILES: CC[C@H](F)C(=O)O[C@](CCC(F)(F)F)(B(C)O)P(O)Cl.Fc1ccccc1.Fc1ccccc1
- LUMO: 0.332 eV
- 2S+1: 1

CARTESIAN COORDINATES (ANGSTROEM)
C: -0.58790 2.88669 -2.71190
C: 0.61282 1.97850 -2.41281
C: 0.28605 0.47398 -2.24733
F: -1.03582 0.16706 -2.55994
C: 0.67202 -0.06689 -0.88752
O: 1.83432 -0.05607 -0.57016
O: -0.26587 -0.67373 -0.10743
C: -0.83486 0.01902 1.04076
C: 0.29594 0.65475 1.85959
C: -0.08074 1.43229 3.12908
C: -0.12153 2.94245 2.96685
F: -1.05806 3.50965 3.74410
F: 1.05982 3.49861 3.31875
F: -0.35920 3.34828 1.70268
B: -1.51208 -1.18047 1.91569
C: -0.59528 -2.28878 2.54300
O: -2.88034 -1.26381 2.07551
P: -2.07319 1.26031 0.30235
O: -3.09823 0.22690 -0.40646
Cl: -3.23459 1.75084 1.95283
H: -1.38801 2.36249 -3.23115
H: -0.98441 3.31177 -1.79064
H: -0.25212 3.71344 -3.34193
H: 1.36769 2.06893 -3.19632
H: 1.10073 2.32078 -1.49503
H: 0.92187 -0.09466 -2.93564
H: 0.92246 1.29834 1.23397
H: 0.95390 -0.16573 2.15777
H: 0.70559 1.25664 3.86760
H: -1.01812 1.12097 3.58897
H: 0.01203 -2.76150 1.76140
H: 0.12552 -1.86839 3.25497
H: -1.17234 -3.05433 3.06165
H: -3.18176 -0.94160 2.93421
H: -2.63037 -0.53022 -0.79372
F: -2.36011 -2.60938 -0.81476
C: -3.23487 -3.62102 -1.04389
C: -3.91442 -4.15334 0.03071
C: -4.80732 -5.18823 -0.20567
C: -5.00114 -5.66729 -1.49435
C: -4.30170 -5.10824 -2.55493
C: -3.40727 -4.07043 -2.33526
H: -3.74712 -3.75611 1.02319
H: -5.35598 -5.61841 0.62115
H: -5.69890 -6.47423 -1.67193
H: -4.45084 -5.47979 -3.55960
H: -2.85362 -3.61474 -3.14503
F: 4.65515 3.30946 -2.74314
C: 5.10933 2.84780 -1.55741
C: 4.54672 1.70313 -1.03203
C: 5.01097 1.23498 0.18785
C: 6.02154 1.91104 0.85844
C: 6.57082 3.06022 0.30582
C: 6.11620 3.53907 -0.91461
H: 3.75362 1.19466 -1.56216
H: 4.57648 0.33928 0.61102
H: 6.38025 1.54322 1.81031
H: 7.35633 3.59063 0.82716
H: 6.52997 4.43122 -1.36467

Atoms 1-2, force components in eV/Å:
C 0.2 0.1 0.0
C 0.0 0.0 0.2

Calculated DFT total energy (eV), listed in the same order as above: -295631.3270; -107976.0169; -85212.3303; -141602.3241; -69167.4754